[1]
# C3H6N2O3P

A gas-phase ion, C3H6N2O3P (charge -1) in a non-equilibrium geometry (ωB97M-V with the def2-TZVPD basis set, OMol25).

Element x y z (Å)
C1 -0.522 -0.311 -0.621
C2 1.567 -0.608 0.208
C3 1.365 0.893 -0.243
N1 0.438 -1.271 -0.440
N2 -0.007 0.892 -0.532
O1 -3.241 -0.958 -0.486
O2 -1.568 -0.495 1.480
O3 -2.536 1.456 0.010
P1 -2.304 -0.035 0.256
H1 2.470 -0.960 -0.153
H2 1.366 -0.657 1.259
H3 1.680 1.564 0.567
H4 2.109 1.117 -1.106
H5 0.081 -2.066 -0.036
H6 -0.899 1.439 -0.164

Calculated total energy   -794.59979 Ha
HOMO energy   -4.28 eV
Multiplicity   1
Charge   -1
LUMO energy   0.129 Ha
Gap between HOMO and LUMO   0.2859 Eh
Max |F|   3.40 eV/A


[2]
# C3H6N2O3S

2 unconnected molecules or ions with the total composition C3H6N2O3S in a non-equilibrium geometry (ωB97M-V with the def2-TZVPD basis set, OMol25).

Element x y z (Å)
C1 -1.007 -0.906 -0.076
C2 1.695 0.685 1.161
C3 0.950 -1.499 -1.455
N1 2.143 -0.268 1.786
N2 -0.048 -1.124 -0.798
O1 -0.756 1.668 -0.748
O2 -2.129 1.175 1.161
O3 -2.921 0.546 -1.067
S1 -1.643 0.747 -0.132
H1 2.147 0.887 0.148
H2 0.687 1.315 1.541
H3 2.066 -1.374 -1.263
H4 0.711 -1.859 -2.467
H5 1.836 -0.560 2.786
H6 -3.731 0.566 -0.576

Calculated total energy   -851.16119 Ha
HOMO energy   -9.41 eV
Multiplicity   1
LUMO energy   -0.002 Ha
Gap between HOMO and LUMO   0.3439 Eh
Max |F|   4.43 eV/A


[3]
# C3H6N2OS

C3H6N2OS in the gas phase in a non-equilibrium geometry (ωB97M-V with the def2-TZVPD basis set, OMol25).

Element x y z (Å)
C1 1.555 0.025 -0.036
C2 0.311 0.602 0.817
C3 -1.006 0.506 0.152
H1 2.697 -1.765 -0.416
H2 0.827 -1.884 -0.267
H3 2.534 1.719 -0.161
H4 0.291 0.327 1.873
H5 0.660 1.665 1.015
H6 -2.240 1.321 -0.753
N1 1.754 -1.406 0.083
N2 2.671 0.674 -0.483
O1 -1.477 1.658 -0.316
S1 -1.818 -1.020 -0.098

Calculated total energy   -700.78688 Ha
HOMO energy   -9.38 eV
Multiplicity   1
LUMO energy   -0.014 Ha
Gap between HOMO and LUMO   0.3307 Eh
SMILES   [H]/N=C(/N)CC(O)=S
Max |F|   5.73 eV/A


[4]
# C3H6N2OS

C3H6N2OS in the gas phase in a non-equilibrium geometry (ωB97M-V with the def2-TZVPD basis set, OMol25).

Element x y z (Å)
C1 -1.198 0.148 1.244
C2 -0.423 0.902 0.011
C3 1.526 -0.125 -1.341
H1 0.227 -1.299 0.608
H2 -0.693 -1.921 2.127
H3 0.563 1.286 0.404
H4 -1.191 1.597 -0.278
H5 -0.368 -0.129 -1.883
H6 2.638 0.142 -0.711
N1 -0.762 -1.202 1.184
N2 0.184 0.195 -1.137
O1 1.804 -0.626 -2.447
S1 -2.306 1.030 2.219

Calculated total energy   -700.75698 Ha
HOMO energy   -8.88 eV
Multiplicity   1
LUMO energy   -0.002 Ha
Gap between HOMO and LUMO   0.3240 Eh
SMILES   NC(=S)CNC=O
Max |F|   4.70 eV/A


[5]
# C3H6N2OS

C3H6N2OS in the gas phase in a non-equilibrium geometry (ωB97M-V with the def2-TZVPD basis set, OMol25).

Element x y z (Å)
C1 2.497 1.124 -0.040
C2 -0.214 -1.634 0.321
C3 -2.404 0.892 -0.379
H1 3.396 0.728 -0.556
H2 2.656 2.104 0.393
H3 -0.223 -2.704 0.183
H4 -0.121 -1.457 1.399
H5 -2.737 1.826 0.034
H6 -2.637 0.703 -1.431
N1 1.471 0.446 0.245
N2 -1.705 0.156 0.421
O1 -1.375 -1.054 -0.243
S1 1.397 -1.128 -0.347

Calculated total energy   -700.72835 Ha
HOMO energy   -8.84 eV
Multiplicity   1
LUMO energy   0.036 Ha
Gap between HOMO and LUMO   0.3614 Eh
SMILES   C=NOCSN=C
Max |F|   2.11 eV/A


[6]
# C3H6N2OS

C3H6N2OS in the gas phase in a non-equilibrium geometry (ωB97M-V with the def2-TZVPD basis set, OMol25).

Element x y z (Å)
C1 -2.308 -0.107 0.225
C2 0.734 -0.502 1.032
C3 0.116 0.312 -0.228
N1 -2.790 -1.138 0.175
N2 1.041 1.299 -0.595
O1 -0.135 -0.474 -1.353
S1 -1.375 1.251 0.343
H1 1.167 0.223 1.871
H2 0.015 -1.269 1.253
H3 1.600 -0.921 0.594
H4 0.686 1.827 -1.387
H5 1.887 0.868 -0.822
H6 -0.637 -1.368 -1.107

Calculated total energy   -700.81306 Ha
HOMO energy   -9.83 eV
Multiplicity   1
LUMO energy   0.023 Ha
Gap between HOMO and LUMO   0.3846 Eh
SMILES   C[C@@](N)(O)SC#N
Max |F|   3.64 eV/A


[7]
# C3H6N2OS2

C3H6N2OS2 in the gas phase in a non-equilibrium geometry (ωB97M-V with the def2-TZVPD basis set, OMol25).

Element x y z (Å)
C1 0.592 -0.446 -1.829
C2 -0.011 -0.415 -0.316
C3 0.108 -0.268 2.406
N1 0.229 0.690 -2.488
N2 -0.186 1.660 -1.892
O1 -1.998 1.364 -0.011
S1 1.193 -0.649 0.993
S2 -0.562 1.411 -0.142
H1 1.632 -0.416 -1.839
H2 -0.021 -1.213 -2.487
H3 -0.868 -1.099 -0.201
H4 0.134 -1.238 2.974
H5 -0.780 -0.071 1.944
H6 0.538 0.689 2.889

Calculated total energy   -1098.90870 Ha
HOMO energy   -8.86 eV
Multiplicity   1
LUMO energy   0.005 Ha
Gap between HOMO and LUMO   0.3312 Eh
Max |F|   5.65 eV/A


[8]
# C3H6N2OS2

A molecular structure, C3H6N2OS2 in a non-equilibrium geometry (ωB97M-V with the def2-TZVPD basis set, OMol25).

Element x y z (Å)
C1 -0.730 1.280 -0.336
C2 -2.161 1.526 -0.389
C3 1.534 -2.459 0.456
N1 -0.159 0.225 -0.760
N2 1.644 1.612 0.129
O1 1.405 -1.102 0.841
S1 0.257 2.426 0.579
S2 1.424 0.139 -0.388
H1 -2.508 2.640 -0.494
H2 -2.846 1.011 0.436
H3 -2.505 1.109 -1.252
H4 1.760 -2.596 -0.638
H5 2.299 -2.928 1.053
H6 0.588 -2.883 0.761

Calculated total energy   -1098.93903 Ha
HOMO energy   -8.63 eV
Multiplicity   1
LUMO energy   0.019 Ha
Gap between HOMO and LUMO   0.3359 Eh
Max |F|   4.25 eV/A


Question: Which of these has the lowest gap between HOMO and LUMO?
Answer: C3H6N2O3P


Question: gap between HOMO and LUMO of number 4 (C3H6N2OS)?
Answer: 0.3240 Eh